[1]
This record from the Open Molecules 2025 dataset describes a structure of composition C21H31NO2 in a non-equilibrium geometry. The level of theory is ωB97M-V/def2-TZVPD.

Properties
Energy relative to the best compared isomer or geometry (same formula, charge and spin): 466.5 kcal per mole
Largest force on an atom: 17.72 eV/Å
Kohn-Sham gap: 0.335 Ha
Energy: -1023.32804 Eh

Structure (XYZ):
```
55
C21H31NO2 ωB97M-V/def2-TZVPD
C -2.92619 -2.85800 1.70049
C -1.31419 -3.06317 1.62650
H -1.04846 -4.02365 1.62000
H -0.97969 -2.58188 2.47413
O -0.82525 -2.72158 0.29593
C -0.71382 -1.30589 0.43987
O -1.07924 -0.59382 1.43384
C -0.00212 -0.79876 -1.03780
C 0.33389 0.69143 -0.97895
C 1.53597 0.91963 0.11068
N 2.61919 0.36655 -0.14215
C 3.68649 0.64239 0.57685
C 4.39915 1.76405 0.30803
H 4.11522 2.40117 -0.52549
H 4.16050 2.69136 1.04185
C 5.71351 1.30148 0.55244
H 6.48169 1.47666 -0.32821
H 6.25855 1.42003 1.45804
C 5.25861 0.04701 0.23445
H 5.12245 -0.36836 -0.61178
H 5.49828 -0.84061 0.86278
H 3.44508 0.48858 1.90531
C 2.34618 -1.12431 0.02841
C 1.25582 -1.57638 -0.90532
H 1.10526 -2.52379 -1.25117
H 1.81716 -1.39182 -2.07615
H 3.27269 -2.00905 -0.17865
H 1.99841 -1.30619 0.95098
H 1.68905 1.98461 0.15708
H 1.15839 0.74393 1.21295
H -0.47389 1.36464 -0.65589
H 0.69247 0.93764 -2.00494
C -0.88437 -1.13299 -2.07326
C -2.43227 -0.99685 -1.96538
H -2.79175 -1.32050 -0.98212
H -2.87654 -1.24092 -2.68544
C -2.80179 0.61045 -2.26355
C -3.02479 1.36089 -0.52707
C -2.45417 2.62685 -0.56734
C -2.73017 3.38941 0.70423
C -3.31207 2.63326 1.77130
C -4.14866 1.56212 1.64073
C -3.93067 0.77451 0.23694
H -4.38913 -0.26551 0.07456
H -4.73884 1.12155 2.10052
H -3.36763 3.16795 2.53502
H -2.05760 4.11166 0.79872
H -1.70235 2.88132 -1.32640
H -2.07192 1.22391 -2.81187
H -3.91477 0.69915 -2.57667
H -0.50930 -0.63013 -3.03913
H -0.80497 -2.20799 -2.30365
H -3.22499 -3.27083 2.39166
H -3.14305 -1.87969 1.73701
H -3.28936 -3.37155 0.83709
```


[2]
This record from the Open Molecules 2025 dataset describes a structure of composition C21H31NOP2SSc in a non-equilibrium geometry. The level of theory is ωB97M-V/def2-TZVPD.

Properties
Total charge: +1
Energy relative to the best compared isomer or geometry (same formula, charge and spin): 0.0 kcal per mole
Largest force on an atom: 2.81 eV/Å
Kohn-Sham gap: 0.222 Ha
Energy: -2790.21329 Eh

Structure (XYZ):
```
58
C21H31NOP2SSc ωB97M-V/def2-TZVPD
C 3.81463 -1.99765 0.43814
C 2.69552 -1.18485 0.52270
C 2.23371 -0.55988 -0.66441
C 2.87557 -0.79105 -1.88253
C 3.97156 -1.65454 -1.95284
C 4.44230 -2.25564 -0.78571
C 2.30798 -0.09479 -3.07871
C 1.80014 1.26321 -2.74795
C 1.20592 1.42167 -1.49077
C 0.67258 2.69593 -1.10738
C 0.70633 3.73112 -2.03103
C 1.24628 3.54026 -3.30769
C 1.78617 2.30985 -3.66941
H 4.18914 -2.47334 1.34006
H 4.43959 -1.83637 -2.92579
H 5.30506 -2.92091 -0.83433
H 3.04263 -0.05530 -3.87726
H 0.25169 4.68769 -1.76850
H 1.24877 4.36232 -4.01428
H 2.21128 2.14793 -4.66066
N 1.17187 0.32493 -0.63380
Sc -0.95419 -0.33397 -0.71036
C 1.98575 -0.94282 1.82134
H 1.98310 0.12084 2.07146
H 2.44422 -1.48922 2.65054
C 0.07270 2.94434 0.26199
H 0.80837 2.79434 1.06180
H -0.33131 3.95801 0.36222
P 0.20795 -1.41338 1.67947
P -1.31084 1.82086 0.70962
C -2.72180 2.67544 -0.06745
H -3.66669 2.18925 0.21496
H -2.70923 3.71737 0.27410
H -2.65454 2.63989 -1.16066
C -1.58627 2.13669 2.45515
H -1.91014 3.18216 2.56146
H -2.36512 1.45021 2.81828
H -0.65660 1.94010 3.00689
C 0.47113 -3.23149 1.64718
H 1.22089 -3.51070 2.40535
H -0.47725 -3.76292 1.81563
H 0.84562 -3.51629 0.65698
C -0.26511 -1.27622 3.45914
H -1.32921 -1.54035 3.56619
H 0.35605 -1.96890 4.05937
H -0.13650 -0.23634 3.79986
H 1.44103 -0.68459 -3.43223
H -1.13520 0.91392 -2.05869
C -5.12468 -1.25888 0.55828
S -3.33252 -1.10072 0.43126
C -2.88888 -2.84742 0.34537
O -3.02854 -0.58094 -1.02722
H -5.30207 -1.77785 1.50875
H -5.57402 -1.84028 -0.26173
H -5.58289 -0.25982 0.60994
H -3.64963 -3.37518 -0.25799
H -1.86904 -2.97570 -0.08382
H -2.89325 -3.22002 1.37972
```


[3]
This record from the Open Molecules 2025 dataset describes a cluster of 3 separate species, C21H32B2N5O6 in total in a non-equilibrium geometry. The level of theory is ωB97M-V/def2-TZVPD.

Properties
Total charge: +1
Largest force on an atom: 2.27 eV/Å
Kohn-Sham gap: 0.233 Ha
Energy: -1594.21888 Eh

Structure (XYZ):
```
66
C21H32B2N5O6 ωB97M-V/def2-TZVPD
C 0.50822 0.56987 4.98198
C 0.91916 -0.79572 5.65616
B 1.54455 -1.83648 4.63298
O 2.46084 -2.78454 5.04835
C 1.20615 -1.89780 3.05311
C -0.12838 -2.24572 2.68538
C -1.15767 -2.54834 3.77050
C -0.42569 -2.32105 1.30801
C -1.86932 -2.71519 0.92664
N 0.51829 -2.08336 0.37393
O 0.11887 -2.16903 -0.93392
B -0.29563 -0.89355 -1.41797
O -0.44808 0.17845 -0.56792
O -0.48872 -0.83552 -2.77547
C 1.80022 -1.77379 0.67953
C 2.79102 -1.57042 -0.47153
C 3.63887 -0.28294 -0.40106
O 2.83262 0.88204 -0.35013
C 4.48024 -0.23320 -1.76316
N 3.85035 0.60971 -2.80325
C 2.16242 -1.65461 2.03089
N 3.49753 -1.29304 2.42895
C 3.56809 -0.09931 2.73254
O 3.61506 1.02980 3.01274
H 0.24045 1.28850 5.77620
H -0.36484 0.36274 4.33067
H 1.36630 0.91615 4.37972
H 0.03566 -1.19444 6.19836
H 1.68398 -0.58130 6.43116
H 2.24030 -3.03659 5.95798
H -0.85029 -3.49776 4.26374
H -1.20638 -1.78662 4.56427
H -2.17825 -2.71657 3.39702
H -2.02123 -2.77856 -0.15950
H -2.08577 -3.68372 1.41109
H -2.52067 -1.96461 1.41136
H -0.20667 0.98558 -1.05261
H -1.26593 -0.27802 -2.94225
H 3.47487 -2.44652 -0.49143
H 2.29668 -1.57973 -1.46391
H 4.41346 -0.31999 0.38973
H 3.43653 1.63266 -0.43766
H 4.72197 -1.25988 -2.09965
H 5.45852 0.22544 -1.49105
H 4.47700 1.39890 -2.94406
H 3.93561 0.07992 -3.67109
N -2.19329 2.23123 -4.59978
C -3.08463 2.70656 -5.52384
C -2.43726 2.79655 -6.72667
C -1.10266 2.35400 -6.52606
C -0.98043 2.00881 -5.20758
H -2.39899 2.07179 -3.62911
H -4.09846 2.93994 -5.24431
H -2.87211 3.14130 -7.65040
H -0.32203 2.29581 -7.26690
H -0.14075 1.62741 -4.64846
N -2.96454 1.83766 -0.61520
C -4.07139 1.21273 -1.13284
C -5.13636 2.06326 -0.99816
C -4.65601 3.24860 -0.38120
C -3.31476 3.08117 -0.16005
H -2.04242 1.44171 -0.57907
H -4.00413 0.21970 -1.54900
H -6.14819 1.85935 -1.30833
H -5.23057 4.12476 -0.12938
H -2.58133 3.73579 0.28099
```